# 1
{
  "formula": "C29H40F11N4O6PS",
  "method": "ωB97M-V with the def2-TZVPD basis set",
  "e_homo_ha": -0.3127,
  "orbital_gap_ha": 0.267,
  "species": ["H", "F", "H", "C", "C", "C", "F", "C", "N", "H", "H", "H", "O", "N", "H", "F", "H", "F", "C", "C", "P", "O", "H", "N", "F", "C", "F", "H", "H", "F", "C", "O", "F", "C", "C", "C", "H", "C", "H", "H", "F", "C", "H", "H", "H", "C", "C", "H", "H", "H", "F", "H", "C", "C", "H", "O", "H", "H", "C", "O", "H", "O", "H", "C", "S", "H", "C", "C", "H", "H", "H", "H", "C", "H", "H", "C", "H", "C", "H", "H", "C", "N", "H", "H", "C", "H", "C", "C", "H", "H", "F", "C"],
  "coordinates": [[3.180, -6.712, -4.111], [2.075, -1.025, 1.178], [-3.167, 1.506, -0.320], [-5.510, 1.532, -1.149], [-1.447, -0.057, 2.998], [-5.424, 5.434, -1.236], [1.091, -0.256, -5.338], [-0.138, -3.220, 0.740], [7.076, -0.559, -4.837], [-2.252, -0.858, 3.372], [2.277, -4.085, 0.074], [-3.996, 6.262, 0.008], [-4.237, 4.656, 2.810], [7.010, -1.831, -5.383], [-2.144, 1.573, 6.195], [-0.037, -0.628, -2.860], [4.594, 1.806, 4.674], [0.155, 5.662, 1.926], [-1.087, -2.066, 1.404], [-3.660, 0.445, -0.239], [0.910, 0.128, -3.840], [-5.127, 0.574, -0.059], [4.801, -6.834, -3.143], [-3.813, 3.742, 3.529], [0.786, 5.819, 4.226], [1.802, 3.928, 2.914], [1.820, -1.137, -3.846], [3.976, -3.748, -3.917], [0.331, -1.810, -1.130], [1.411, 1.557, -4.204], [1.569, 1.157, 2.271], [-4.436, 5.375, -0.147], [1.708, 0.626, -2.597], [-0.250, -0.938, 2.314], [-1.051, 0.805, 4.324], [0.374, -2.927, -0.787], [3.273, -0.297, 3.338], [6.734, -0.597, -3.360], [0.303, -1.564, 3.169], [6.675, 0.273, -2.557], [2.399, 6.471, 2.561], [-3.329, 1.754, 2.633], [-4.655, 1.559, -1.981], [-3.504, -0.156, -1.240], [-0.220, 1.659, 4.372], [-2.141, -1.340, 0.387], [1.917, -3.562, -0.910], [0.778, -3.374, 1.489], [-4.975, 6.150, -2.070], [-6.699, 3.861, -2.388], [-0.531, 0.603, -4.194], [-1.588, -0.947, -0.566], [3.642, 2.054, 4.012], [-1.809, 0.588, 5.613], [-1.557, 1.533, 1.223], [-5.643, 2.924, -0.671], [0.907, -5.280, -2.160], [-6.482, 1.153, -1.730], [-2.237, 0.786, 1.815], [6.408, -1.983, -2.937], [1.961, -4.045, -3.136], [-2.768, 3.121, 2.895], [-0.304, -3.548, -1.521], [6.600, -2.698, -4.210], [6.327, -4.569, -4.087], [-2.908, -2.179, 0.024], [3.918, -6.080, -3.417], [3.175, -5.731, -1.987], [-3.775, -0.622, 1.540], [3.730, 4.425, 4.462], [-3.713, 1.235, 3.637], [4.235, -4.936, -5.394], [-5.664, 3.881, -1.809], [-0.753, -4.237, 0.785], [-1.759, -2.634, 2.212], [4.458, -4.765, -4.238], [-4.312, 1.953, 2.004], [0.895, -0.132, 1.497], [-6.450, 5.855, -0.850], [2.706, -6.742, -1.564], [2.889, 0.814, 3.233], [-2.972, -0.228, 0.969], [2.654, -2.657, -1.109], [-4.825, 3.681, -2.609], [1.309, 5.506, 2.844], [-2.005, -0.503, 5.984], [3.115, 3.614, 3.863], [1.922, -4.666, -2.141], [3.946, -5.375, -1.171], [0.064, 2.982, 1.395], [0.469, 0.399, 0.154], [1.000, 2.718, 2.085]],
  "forces_ev_per_a": [[1.5, 1.6, 1.5], [-3.5, 2.0, 1.0], [-1.0, -2.0, 0.1], [0.0, 0.6, -1.9], [1.0, -0.7, 0.5], [0.1, -0.1, 0.0], [-1.8, 0.7, -5.2], [-0.4, -0.1, 0.3], [-1.4, -1.3, 5.7], [1.8, 1.7, -0.7], [-0.9, 1.0, -1.7], [-1.1, -1.5, -0.6], [1.7, -3.2, 3.2], [-2.0, -1.7, 7.2], [1.6, -2.6, -0.6], [-1.1, -4.4, 4.3], [-2.3, 0.7, -1.6], [4.0, -0.1, 2.8], [-0.3, 0.1, 1.2], [-0.6, 1.5, -1.6], [0.8, 0.7, -1.1], [1.8, 1.8, -1.7], [-1.7, 1.7, -0.8], [-2.5, 4.3, -2.6], [1.6, -0.4, -4.3], [1.4, -2.7, 0.2], [3.4, -3.7, 3.2], [0.8, -2.1, -0.5], [0.3, -2.2, 0.9], [0.6, 3.9, -4.0], [1.8, 2.3, 1.7], [-0.4, 1.0, -0.9], [1.2, -0.9, 5.7], [-0.5, -1.4, -0.3], [-2.1, -0.1, 3.2], [0.6, -1.0, 0.4], [-0.9, 2.6, -0.3], [0.3, -2.1, -3.7], [-1.0, 1.6, -1.9], [0.1, -2.2, -2.1], [-4.0, -3.1, 0.8], [-1.5, -0.8, -0.5], [-1.7, -0.3, 1.7], [0.1, 1.0, 2.3], [-2.5, -1.5, -0.9], [1.5, -2.8, -1.3], [-0.5, 0.2, -0.8], [-2.0, 0.5, -1.7], [-1.3, -1.8, 1.4], [2.0, -0.1, 1.3], [-3.5, 3.7, -2.6], [-0.9, -0.5, 1.9], [-3.1, 0.5, -2.3], [2.1, 0.9, -3.6], [-1.2, -2.0, 0.7], [0.2, -1.3, -1.7], [2.1, 1.3, 0.2], [1.9, 0.7, 1.9], [0.4, 2.2, 3.4], [1.9, 2.7, -5.6], [0.0, -1.3, 1.8], [0.3, -2.9, -1.0], [1.2, 1.3, 1.4], [0.3, 1.7, -1.2], [-0.4, 2.3, -0.2], [1.6, 2.0, 0.7], [0.1, -0.6, 0.6], [-0.6, -0.4, -0.2], [1.2, 0.4, -0.6], [-1.7, -1.7, -1.6], [1.2, 1.1, -2.0], [0.4, 0.5, 2.6], [0.2, 1.3, -0.6], [1.3, 2.1, -0.2], [1.4, 1.3, -1.6], [-1.1, -0.1, -1.1], [2.1, -0.6, 0.8], [2.1, 1.4, -1.2], [2.0, -0.8, -0.7], [1.1, 2.1, -0.9], [-1.5, 4.3, -0.4], [-1.6, 0.5, -0.6], [-1.4, -2.0, 0.2], [-1.4, 0.0, 1.7], [-0.8, -0.3, 1.1], [-0.6, 2.3, -1.1], [-1.6, -3.6, -1.9], [0.3, 0.3, 0.3], [-1.4, -0.5, -1.8], [2.5, -0.6, 1.7], [0.5, -1.7, 3.7], [3.4, -0.8, 2.5]]
}


# 2
{
  "formula": "C29H40InN6OS2",
  "method": "ωB97M-V with the def2-TZVPD basis set",
  "e_homo_ha": -0.3799,
  "charge": 1,
  "relative_energy_ev": 1.1012,
  "orbital_gap_ha": 0.282,
  "species": ["H", "N", "H", "H", "H", "H", "S", "C", "H", "C", "H", "H", "C", "C", "H", "C", "C", "C", "H", "N", "H", "H", "C", "C", "H", "H", "H", "C", "C", "H", "C", "H", "C", "H", "C", "C", "H", "H", "C", "O", "C", "H", "C", "C", "H", "H", "C", "H", "C", "C", "C", "N", "H", "C", "H", "H", "H", "H", "H", "In", "H", "N", "S", "C", "H", "H", "H", "C", "H", "C", "H", "H", "N", "H", "H", "H", "N", "C", "C"],
  "coordinates": [[5.351, 0.291, 1.046], [0.673, -3.824, -0.827], [6.032, -1.632, -1.771], [1.222, -0.193, 2.082], [-1.407, -3.872, 3.672], [0.112, -5.570, 0.315], [-4.462, 1.830, -1.326], [1.459, -4.349, 1.529], [0.182, -5.660, 2.771], [-3.058, 2.773, -1.694], [1.713, 5.914, -3.697], [1.722, -5.659, -0.166], [-0.568, 3.973, -2.020], [-1.870, 2.062, -1.535], [1.909, 6.108, -0.818], [0.776, 4.672, -2.099], [-1.453, 1.136, 3.741], [4.506, -0.925, -0.456], [1.483, 2.330, 3.322], [-1.540, -3.560, 1.507], [-1.509, -4.494, 1.184], [-2.487, -3.285, 1.637], [0.209, 0.108, 2.270], [-1.742, 4.768, -2.158], [-1.653, 5.827, -2.337], [5.141, -2.956, -0.961], [2.901, 3.983, -2.714], [1.959, 3.612, -2.269], [1.067, 5.489, -0.786], [1.501, -3.196, -1.039], [0.979, -4.928, 0.217], [6.414, -2.102, -0.019], [0.755, 5.696, -3.247], [-5.948, -0.486, -0.906], [-2.986, 4.136, -2.084], [-3.406, -3.401, -1.057], [1.595, -3.269, 1.354], [2.340, 3.225, -1.290], [5.585, -1.982, -0.769], [-0.736, -0.339, 1.554], [3.246, 0.848, 0.518], [-1.612, 0.889, 4.790], [4.464, 0.112, 0.441], [-4.757, -3.593, -1.334], [-1.736, 2.195, 3.635], [-6.763, -2.813, -1.297], [-5.677, -2.587, -1.309], [2.469, -4.749, 1.720], [-2.930, -2.108, -0.784], [-3.346, 0.406, -1.124], [1.070, 1.532, 3.999], [3.424, -1.190, -1.178], [0.213, 6.148, -0.675], [-3.775, -1.017, -0.966], [0.330, 6.668, -2.922], [-3.831, 4.797, -2.171], [-2.075, 0.513, 3.038], [3.090, 1.554, 1.333], [-2.768, -4.265, -1.014], [-0.869, -1.691, -0.306], [1.124, 4.859, 0.088], [-2.100, 0.715, -1.235], [0.865, -0.722, -2.024], [2.343, -0.389, -1.127], [1.043, -4.386, 3.588], [0.795, 1.895, 4.990], [-0.443, -2.595, 2.986], [-0.769, -3.638, 2.822], [-5.089, -4.623, -1.527], [-5.193, -1.305, -1.061], [0.202, 5.319, -4.097], [0.306, 2.019, -1.583], [-0.049, 0.840, 3.350], [1.944, 0.870, 4.102], [0.359, -4.167, -1.705], [1.625, 2.688, -2.725], [2.220, 0.659, -0.354], [-0.577, 2.637, -1.740], [0.466, -4.576, 2.704]],
  "forces_ev_per_a": [[-0.5, 0.3, 0.2], [1.2, 0.8, 2.2], [-0.4, -0.6, 1.5], [0.7, 0.3, -0.1], [0.0, -0.4, -0.1], [-0.5, 0.3, 0.1], [0.9, -1.3, -0.2], [-0.6, 0.5, 0.0], [0.1, 0.9, -0.2], [0.5, 1.5, -0.3], [0.6, 0.0, 0.4], [-0.1, 0.7, -0.1], [1.0, 1.2, 0.3], [0.3, -0.8, -0.2], [1.5, 0.7, -0.4], [2.3, 0.1, 0.2], [-0.2, -0.5, -1.0], [-0.3, -1.9, -1.0], [-0.8, -0.2, 0.9], [2.1, 0.6, 1.4], [-0.5, -1.0, -0.9], [-0.8, 0.1, 0.2], [-2.4, -0.5, 0.1], [-0.4, -2.2, 0.0], [-0.2, 0.0, -0.1], [-0.2, 0.2, 0.1], [-0.8, 0.2, -0.3], [0.3, 0.3, 1.2], [-2.2, -1.1, -0.7], [-1.0, -1.2, 0.3], [0.4, 0.2, -2.2], [-0.8, 0.4, -0.7], [-0.1, 0.3, -0.2], [1.0, -0.7, -0.5], [0.8, 0.6, 0.9], [-0.7, 1.0, 0.4], [0.0, -0.1, 0.3], [-0.6, 0.5, -0.3], [1.4, 1.5, -0.4], [1.0, -0.4, -0.2], [0.9, -0.9, -0.9], [0.1, -0.3, -0.1], [-0.4, 1.0, 0.8], [0.7, -2.2, -0.3], [0.4, -0.3, -0.3], [0.9, 0.3, -0.3], [-0.6, 1.2, 1.1], [-0.6, 0.1, 0.4], [0.8, 0.2, -0.9], [0.0, 0.5, 0.2], [1.1, 0.2, -0.8], [-1.7, 0.0, -0.9], [-0.2, 0.2, 0.4], [-2.9, -0.1, 0.2], [0.1, -0.6, -0.2], [-0.5, -0.3, -0.1], [0.4, 0.8, 1.1], [0.1, 0.2, -0.4], [0.3, -0.2, 0.0], [0.6, 0.3, -0.8], [0.0, -0.4, 0.3], [0.1, -0.3, 0.3], [-0.6, -1.0, 0.1], [0.6, -1.1, -0.1], [0.2, 0.0, 0.8], [-0.1, 0.1, -0.3], [0.2, -0.5, 0.2], [0.3, 1.0, -1.4], [0.1, 0.4, 0.0], [0.1, 1.2, 0.0], [-0.5, -0.1, -0.1], [-0.4, 0.2, 0.0], [0.1, 0.3, -0.1], [-0.5, -0.2, 0.2], [-0.2, -0.6, -0.8], [0.2, 0.1, -0.8], [1.3, 1.2, 2.8], [-2.2, -0.8, 0.7], [-0.1, -0.3, 0.0]]
}


What LUMO values result from the calculations? In sequence: -1.26, -2.67 eV.